{
  "formula": "C44H63GeN6OSeTeTi",
  "method": "wB97M-V/def2-TZVPD",
  "species": ["Ti", "N", "C", "C", "N", "H", "H", "H", "H", "H", "H", "H", "H", "C", "C", "O", "N", "Te", "C", "C", "C", "C", "C", "C", "C", "C", "C", "C", "C", "C", "C", "C", "C", "C", "C", "C", "H", "H", "H", "H", "H", "H", "H", "H", "H", "H", "H", "H", "H", "H", "H", "H", "H", "H", "H", "H", "H", "H", "H", "H", "H", "C", "Ge", "C", "C", "C", "Se", "C", "H", "H", "H", "H", "H", "H", "H", "H", "H", "H", "H", "H", "H", "H", "C", "C", "C", "C", "C", "C", "N", "C", "C", "C", "C", "C", "C", "H", "H", "H", "H", "H", "H", "H", "H", "H", "H", "N", "C", "C", "C", "C", "C", "N", "H", "H", "H", "H", "H", "H"],
  "coordinates": [[1.15758, -0.22875, -2.04788], [0.48459, 1.06825, -0.26114], [-0.93893, 1.37418, -0.00961], [-1.31743, 2.82345, 0.44030], [-0.55821, 3.77816, -0.32962], [0.91180, 0.73262, 0.59574], [0.93893, 1.93798, -0.54118], [-1.28980, 0.65896, 0.75211], [-1.51188, 1.18492, -0.91206], [-1.25517, 3.03750, 1.52980], [-2.36935, 2.98985, 0.25034], [-0.34645, 4.64429, 0.14123], [-0.98020, 3.93528, -1.24935], [-0.56616, 1.75743, -4.94144], [-0.20166, 0.86600, -3.72103], [-1.05249, 0.55466, -2.92404], [1.14633, 0.74232, -3.55500], [-6.26402, -1.13276, -0.17593], [-6.44437, -1.76285, 1.88130], [-7.66381, -2.51175, 2.21809], [-8.44945, -3.38710, 1.20492], [-8.03469, -2.56664, 3.55344], [-7.43805, -1.88388, 4.58620], [-8.04020, -1.80846, 5.98233], [-6.25432, -1.17816, 4.28095], [-5.80395, -1.04066, 2.91953], [-4.49675, -0.25731, 2.64695], [-5.47645, -2.68867, -1.55057], [-5.45694, -2.46007, -2.94907], [-5.96202, -1.16121, -3.50999], [-4.96636, -3.45163, -3.80197], [-4.38252, -4.60747, -3.28796], [-3.75736, -5.62070, -4.26121], [-4.41467, -4.83517, -1.92864], [-4.94858, -3.91224, -1.05198], [-4.74727, -4.19752, 0.40807], [-1.36725, 1.24873, -5.50963], [0.32601, 1.99322, -5.56499], [-1.01787, 2.63390, -4.53079], [-9.54567, -3.19585, 1.15397], [-8.36187, -4.46417, 1.48757], [-7.98945, -3.30482, 0.20198], [-8.79984, -3.29796, 3.74125], [-8.85197, -2.52318, 6.21998], [-8.25910, -0.73859, 6.24126], [-7.16051, -2.02364, 6.64457], [-5.61447, -0.66820, 5.04990], [-3.63829, -0.95271, 2.50561], [-4.32106, 0.38729, 3.49635], [-4.65275, 0.30996, 1.73872], [-7.02734, -0.99693, -3.42401], [-5.70234, -1.09166, -4.55271], [-5.39563, -0.35337, -3.05598], [-5.02769, -3.32112, -4.85032], [-4.58590, -6.07664, -4.80329], [-3.14296, -6.37073, -3.71008], [-3.06072, -5.06097, -4.95011], [-3.89944, -5.61416, -1.46088], [-5.62400, -4.61597, 0.85571], [-4.45024, -3.39641, 1.10633], [-4.03331, -5.03347, 0.45558], [8.90729, 4.72426, 3.21038], [6.97378, 5.23859, 3.25113], [5.61639, 3.81994, 3.39204], [6.67557, 6.63768, 4.59198], [6.59657, 6.18989, 1.52987], [6.24595, 4.77907, 0.24109], [7.78627, 5.04719, -0.93775], [9.14865, 4.01134, 3.97926], [9.38651, 5.70888, 3.34520], [9.27844, 4.43171, 2.18456], [5.82808, 3.10006, 2.57699], [4.57413, 4.17203, 3.37358], [5.82784, 3.41981, 4.39228], [7.12136, 6.47861, 5.55400], [5.57053, 6.76525, 4.79283], [7.06087, 7.61333, 4.18004], [7.44962, 6.77902, 1.16195], [5.69691, 6.81382, 1.58053], [8.65148, 4.79243, -0.32418], [7.72213, 4.37936, -1.86150], [7.90551, 6.10566, -1.27806], [3.32292, -0.34105, 3.12495], [3.69853, 0.81069, 2.46133], [3.61669, 0.93232, 1.07889], [3.11303, -0.10151, 0.30057], [2.68795, -1.26212, 0.98561], [2.79467, -1.39503, 2.39721], [3.02057, 0.02087, -1.12253], [4.22512, 0.39434, -1.74960], [4.20203, 1.43720, -2.72197], [5.32491, 1.67663, -3.50584], [6.55886, 1.03564, -3.28658], [6.56712, 0.03814, -2.36843], [5.43561, -0.27643, -1.56802], [3.35821, -0.42045, 4.18988], [4.04695, 1.69751, 2.96394], [3.94385, 1.83420, 0.53811], [2.19631, -2.11146, 0.44600], [2.34899, -2.29046, 2.88241], [3.28602, 2.05318, -2.68142], [5.30954, 2.55304, -4.17126], [7.42519, 1.12900, -3.92523], [7.47230, -0.58508, -2.20083], [5.51486, -1.03064, -0.80239], [-1.64163, -2.00881, -0.99713], [-0.52650, -2.68957, -1.45138], [-0.20429, -4.04046, -1.27452], [0.99755, -4.54312, -1.77543], [1.75287, -3.80046, -2.68188], [1.37500, -2.49129, -2.88302], [0.27024, -1.97170, -2.27649], [-2.49557, -2.57131, -0.88401], [-1.82570, -1.15861, -1.57197], [-0.85121, -4.70664, -0.66897], [1.24007, -5.58154, -1.58900], [2.54943, -4.19093, -3.34857], [1.81958, -1.91737, -3.66629]],
  "orbital_gap_ev": [4.80, 1.97],
  "lumo_energy_ha": [-0.203, -0.307],
  "homo_ev": [-10.33, -10.33],
  "multiplicity": 2,
  "e_above_lowest_ev": 0.000,
  "total_charge": 2
}